The following is a quantum chemistry calculation of C21H26CrI2N4O8SSi as an isolated structure, from the Open Molecules 2025 dataset.

Properties
<S²>: 0.7578
Energy above the lowest of the compared OMol25 structures with the same formula, charge and spin (eV): 0.1096
HOMO (alpha / beta) (eV): -11.1 / -11.2
Max |F| (eV/A): 0.667
HOMO-LUMO gap (alpha / beta) (hartree): 0.2559 / 0.2756
LUMO (alpha / beta) (eV): -4.177 / -3.650

```
! RIJCOSX wB97M-V def2-TZVPD def2/J DEFGRID3
* xyz 1 2
O 5.111 -6.482 -0.225
C 2.437 -3.235 -2.752
C -1.521 5.519 1.429
C -3.706 0.018 -0.648
H -1.378 5.237 0.386
H 5.138 2.641 -0.757
H -0.360 2.861 4.670
H 2.131 0.057 2.595
H -3.811 -2.203 -3.133
I 5.076 0.281 -1.983
Cr 0.950 0.554 -0.353
C 2.966 -4.475 -3.048
C 3.699 -5.211 -2.136
N -2.484 -1.839 -1.504
H -3.375 2.987 0.685
C 3.362 -3.426 -0.530
H 3.524 -3.028 0.461
H 4.112 -6.176 -2.390
O -1.660 -0.311 1.653
C -4.459 -0.521 -1.860
C -3.510 3.167 1.753
C -0.110 2.159 1.412
H -1.518 5.072 4.690
H -2.493 -2.853 -1.421
H -2.285 6.298 1.465
H -4.423 3.750 1.886
N 2.730 -5.043 -4.393
H -3.421 -1.869 0.411
O 1.418 -0.718 -1.972
H -3.200 5.315 4.238
C 3.876 -4.658 -0.883
C -0.604 2.808 2.547
O 4.769 -4.917 1.220
C -2.383 4.591 4.228
H -0.587 5.953 1.794
O 2.234 -0.909 0.037
H -3.643 2.203 2.249
C 1.384 0.838 2.640
O 3.320 -6.060 -4.675
H -2.814 -0.749 -3.283
C 2.639 -2.715 -1.480
H 1.401 1.129 4.750
S -0.593 2.366 -0.260
H -1.498 -1.553 -1.645
O -0.544 -0.726 -0.271
N 0.846 1.220 1.475
C 4.567 2.289 -1.607
C -2.855 -1.169 -0.200
H 1.883 -2.683 -3.497
N 4.646 -5.422 0.125
H -4.859 0.266 -2.495
H -3.052 0.849 -0.929
O 1.964 -4.441 -5.115
C 0.970 1.429 3.807
C -0.026 2.408 3.745
Si -2.032 4.060 2.474
C -3.410 -1.347 -2.597
C -1.580 -0.715 0.522
H -2.684 3.750 4.856
C 2.073 -1.389 -1.138
H -4.352 0.361 0.156
H -5.289 -1.155 -1.546
I 2.512 2.690 -1.136
H 4.779 2.870 -2.496
*
```